No. 1
A structure of composition C20H47GeIrN6O3. Source: OMol25; level of theory: ωB97M-V with the def2-TZVPD basis set.

Last column: Mulliken charge in e.
Geometry (Å):
Ir1 -0.11650 -0.09961 -0.60435  2.02
C1 -3.32300 -0.00909 2.18886  -1.76
C2 -2.81735 0.73353 0.96186  1.36
C3 -2.86258 2.23857 1.16717  -1.45
C4 -3.57211 0.30132 -0.27600  -1.49
O1 -1.39733 0.38316 0.80573  -0.45
Ge1 -0.02659 0.06928 2.30200  -0.25
O2 0.22974 -1.48587 1.28460  -0.32
C5 0.66569 -2.83321 1.57217  1.43
C6 1.18309 -2.89332 3.00041  -1.94
C7 -0.53023 -3.75124 1.37369  -1.37
C8 1.77239 -3.14900 0.57477  -1.25
O3 1.00131 0.90648 0.85272  -0.39
C9 2.19068 1.74151 0.94622  1.26
C10 2.15158 2.76069 -0.17873  -1.23
C11 2.15021 2.44096 2.29718  -1.93
C12 3.41893 0.84673 0.84923  -1.16
H1 -4.38187 0.20530 2.33409  0.51
H2 -3.20902 -1.08685 2.06369  0.31
H3 -2.80178 0.30798 3.09349  0.46
H4 -3.89376 2.56397 1.30677  0.47
H5 -2.29605 2.52834 2.05324  0.35
H6 -2.45494 2.77264 0.30719  0.17
H7 -4.62269 0.57272 -0.16934  0.58
H8 -3.18829 0.78655 -1.17589  0.28
H9 -3.51243 -0.77934 -0.39730  0.26
H10 0.39432 -2.64294 3.71245  0.45
H11 1.53166 -3.89886 3.23663  0.46
H12 2.02180 -2.20734 3.14081  0.38
H13 -1.32242 -3.50637 2.08226  0.33
H14 -0.92426 -3.64515 0.36018  0.12
H15 -0.24986 -4.79443 1.52416  0.47
H16 2.60382 -2.45069 0.69869  0.21
H17 2.15442 -4.15944 0.72451  0.56
H18 1.38845 -3.08733 -0.44881  0.09
H19 1.24251 3.35961 -0.12516  0.31
H20 3.00950 3.42860 -0.09308  0.56
H21 2.19932 2.27705 -1.15614  -0.02
H22 1.24307 3.03884 2.39883  0.39
H23 2.20160 1.72632 3.12086  0.48
H24 3.00661 3.10810 2.39462  0.49
H25 3.47244 0.35209 -0.12321  0.01
H26 4.32912 1.43577 0.96670  0.51
H27 3.40541 0.08524 1.63026  0.25
C13 3.26093 0.53946 -4.93870  -1.10
N1 2.74423 -0.19576 -3.77954  0.17
C14 3.60764 -1.23342 -3.21073  -0.95
C15 1.67235 0.21158 -3.08390  0.08
N2 1.41230 -0.27469 -1.88919  0.61
N3 0.87808 1.15428 -3.68809  0.19
C16 -0.12019 1.98460 -3.15692  0.34
N4 -0.54447 2.91468 -4.03913  -0.37
N5 -0.55716 1.82145 -1.96542  -0.21
H28 4.02274 -0.07121 -5.41134  0.32
H29 3.70192 1.49318 -4.64583  0.34
H30 2.49996 0.70057 -5.70270  0.41
H31 4.28049 -1.58728 -3.98446  0.31
H32 3.01298 -2.08254 -2.87368  0.32
H33 4.21182 -0.84937 -2.38373  0.37
H34 2.20922 -0.74362 -1.47787  -0.36
H35 1.08837 1.31516 -4.65855  0.16
H36 -0.04132 3.13169 -4.88204  0.18
H37 -1.25434 3.57041 -3.76054  0.24
H38 -1.24487 2.50630 -1.67640  -0.10
C17 -3.04984 -2.57649 -2.45721  -1.73
C18 -1.70702 -1.92013 -2.81829  1.11
C19 -0.64547 -3.00026 -3.08134  -1.28
C20 -1.87504 -1.00121 -4.03493  -1.44
N6 -1.26922 -1.14430 -1.70569  0.70
H39 -3.34545 -3.24130 -3.26858  0.47
H40 -3.83078 -1.82924 -2.32932  0.44
H41 -2.96435 -3.16786 -1.54557  0.35
H42 -0.94951 -3.59769 -3.94110  0.49
H43 -0.54393 -3.66458 -2.22316  0.26
H44 0.32450 -2.55138 -3.30223  0.16
H45 -2.28496 -1.57922 -4.86315  0.52
H46 -0.91541 -0.59261 -4.35265  0.21
H47 -2.56364 -0.18478 -3.81616  0.30

multiplicity	5
total charge	+2
orbital gap (spin up / spin down)	9.09 / 6.43	eV
LUMO level (spin up / spin down)	-4.9 / -8.0	eV
total energy	-3525.232387	a.u.

***

No. 2
A structure of composition C20H48CuF6NO22S8. Source: OMol25; level of theory: ωB97M-V with the def2-TZVPD basis set.

Last column: Mulliken charge in e.
Geometry (Å):
Cu1 -9.83947 -27.78845 9.27887  1.00
C1 -15.59615 -29.27734 7.62041  0.73
F1 -14.97974 -29.09887 6.44949  -0.20
F2 -16.92568 -29.17706 7.44154  -0.19
F3 -15.23660 -30.50046 7.94117  -0.21
S1 -15.10216 -27.97654 9.01447  1.01
O1 -14.37656 -26.92998 8.32121  -0.63
O2 -16.36172 -27.47697 9.55565  -0.49
N1 -13.93388 -28.79861 10.03371  -0.18
S2 -14.86507 -29.23614 11.29414  0.98
O3 -14.93489 -28.12132 12.23000  -0.47
O4 -16.09490 -29.98958 11.00874  -0.47
C2 -13.83154 -30.64945 12.13702  0.70
F4 -13.77461 -31.66858 11.29122  -0.20
F5 -12.67652 -30.17161 12.43296  -0.20
F6 -14.43413 -31.02877 13.24317  -0.18
O5 -3.32056 -26.13742 5.98888  -0.58
S3 -3.22744 -26.70766 7.32409  1.12
O6 -4.40918 -27.46540 7.73981  -0.60
O7 -1.83114 -27.66181 7.52639  -0.27
C3 -1.92302 -28.86423 6.78120  -0.19
C4 -0.51678 -29.51584 6.66702  -1.25
C5 -2.84140 -25.30012 8.58165  -0.89
H1 -2.32144 -28.63788 5.79220  0.36
H2 -2.55914 -29.56556 7.32120  0.29
H3 -0.11111 -29.91909 7.59488  0.32
H4 0.29018 -28.82747 6.41589  0.34
H5 -0.50960 -30.35728 5.97417  0.36
H6 -2.88652 -25.60223 9.62797  0.33
H7 -3.70173 -24.63415 8.51519  0.36
H8 -1.89990 -24.90724 8.19782  0.31
O8 -9.69347 -28.58206 1.31070  -0.57
S4 -8.83419 -27.82723 2.21898  1.07
O9 -9.15858 -27.79803 3.64360  -0.56
O10 -7.23149 -28.32020 2.05303  -0.35
C6 -6.63577 -28.50261 0.78431  -0.27
C7 -5.61554 -27.44625 0.48213  -0.99
C8 -8.63910 -26.12747 1.55712  -0.89
H9 -7.41676 -28.30809 0.04925  0.30
H10 -6.23900 -29.48430 0.52552  0.37
H11 -5.15052 -27.66859 -0.47830  0.36
H12 -4.75658 -27.42629 1.15287  0.28
H13 -6.01783 -26.43483 0.42480  0.26
H14 -9.59709 -25.66170 1.78824  0.38
H15 -8.57242 -26.12739 0.46916  0.29
H16 -7.75970 -25.73612 2.06859  0.32
O11 -8.94915 -33.27939 8.60638  -0.57
S5 -8.24009 -34.57462 8.50228  1.10
O12 -6.81386 -34.70245 8.02760  -0.58
O13 -8.53047 -35.36618 9.93367  -0.27
C9 -7.57314 -36.28852 10.36758  -0.21
C10 -8.20004 -37.62701 10.34132  -1.01
C11 -9.32523 -35.70401 7.40595  -0.95
H17 -7.25660 -36.01796 11.37490  0.29
H18 -6.62740 -36.39333 9.83589  0.30
H19 -8.48030 -37.77277 9.29809  0.22
H20 -9.10788 -37.70104 10.94002  0.28
H21 -7.52162 -38.44318 10.58972  0.37
H22 -9.45371 -35.00212 6.58197  0.41
H23 -10.23293 -35.97075 7.94728  0.31
H24 -8.62829 -36.49502 7.12903  0.33
O14 -9.01030 -24.42562 13.80789  -0.57
S6 -9.01187 -23.53012 14.95824  1.05
O15 -9.02123 -24.02938 16.34821  -0.59
O16 -7.70899 -22.50689 14.78545  -0.27
C12 -6.71445 -22.61692 15.75721  -0.18
C13 -5.52805 -21.69220 15.38936  -1.19
C14 -10.36273 -22.30842 14.64541  -0.86
H25 -6.27208 -23.61286 15.77956  0.32
H26 -7.11612 -22.29843 16.71916  0.33
H27 -4.83544 -21.56662 16.22159  0.36
H28 -5.96761 -20.78305 14.97907  0.32
H29 -4.86301 -22.11698 14.63744  0.31
H30 -9.99680 -21.85282 13.72528  0.32
H31 -10.41685 -21.53612 15.41270  0.31
H32 -11.33051 -22.80871 14.68030  0.35
O17 -3.59595 -29.34490 13.05835  -0.60
S7 -4.52863 -30.49297 13.10242  1.06
O18 -5.78876 -30.27765 12.40692  -0.56
O19 -3.88511 -31.93839 12.62294  -0.21
C15 -2.45424 -32.16092 12.78959  -0.14
C16 -1.88737 -33.33134 12.04985  -1.22
C17 -4.85938 -31.07166 14.88534  -0.92
H33 -2.27415 -32.22895 13.86246  0.31
H34 -1.85459 -31.33668 12.40339  0.30
H35 -2.05769 -33.21984 10.97903  0.31
H36 -2.48585 -34.18438 12.36961  0.32
H37 -0.82442 -33.40881 12.27838  0.36
H38 -5.61154 -31.86041 14.90096  0.31
H39 -5.14631 -30.25158 15.54355  0.36
H40 -3.96055 -31.39999 15.40727  0.32
O20 -9.04739 -22.49136 7.41436  -0.61
S8 -8.83806 -21.03774 7.26739  1.13
O21 -8.22049 -20.30158 8.34679  -0.60
O22 -7.87268 -20.92562 5.94080  -0.23
C18 -7.47279 -19.70273 5.60568  -0.23
C19 -6.23637 -19.77351 4.76220  -1.31
C20 -10.36842 -20.17384 6.69568  -0.95
H41 -7.18910 -19.08266 6.45606  0.39
H42 -8.23648 -19.16186 5.04679  0.34
H43 -6.43724 -20.29943 3.82885  0.31
H44 -5.51762 -20.34354 5.35090  0.32
H45 -6.02954 -18.72869 4.53050  0.38
H46 -10.23187 -19.09462 6.76443  0.35
H47 -11.15808 -20.42366 7.40428  0.38
H48 -10.71672 -20.47863 5.70882  0.33

multiplicity	2
ΔE to the lowest compared entry with this formula, charge and spin	1135.5	kJ/mol
total charge	+1
orbital gap (spin up / spin down)	5.69 / 4.79	eV
LUMO level (spin up / spin down)	-6.6 / -7.5	eV
total energy	-7925.312684	a.u.

***

Q: Which of these has the lowest total energy?
A: C20H48CuF6NO22S8